Run a
DFT (the ωB97M-V functional and the def2-TZVPD basis) results for a 2-piece molecular cluster, C3H10N2S overall.

Structure (ORCA input):
```
! RIJCOSX wB97M-V def2-TZVPD def2/J DEFGRID3
* xyz 0 1
C 0.2159 -1.0755 -0.7846
C 1.4410 -0.8171 0.3807
S 2.9632 -0.1595 -0.1385
N -0.9520 -0.4117 -0.5547
C -0.6591 0.9261 -0.2723
N -1.8152 1.7283 0.1302
H 0.0147 -2.1180 -1.0317
H 0.7723 -0.6592 -1.6311
H -0.5255 -1.2023 2.3871
H 1.7276 -1.7288 0.9091
H 2.5284 1.0975 -0.3415
H -0.7973 -1.1312 1.6928
H -0.1967 1.4159 -1.1437
H 0.0213 0.9438 0.5962
H -2.5042 1.0925 0.5105
H -2.2342 2.0992 -0.7085
*
```

Its HOMO energy is -7.80 eV. For the HOMO-LUMO gap, the calculation gives 0.221 Ha.

Run b
DFT (the ωB97M-V functional and the def2-TZVPD basis) results for a 2-piece molecular cluster, C3H10N2S overall.

Structure (ORCA input):
```
! RIJCOSX wB97M-V def2-TZVPD def2/J DEFGRID3
* xyz 0 1
C -0.6792 -2.1348 -0.4809
N 0.2168 -0.9810 -0.5910
C -0.0428 -0.1199 -1.4752
N 0.7425 0.9602 -1.7596
H -0.5574 -2.7928 -1.3424
H -1.7252 -1.8369 -0.4030
H -0.3772 -2.6774 0.4097
H -0.8699 -0.2385 -2.1856
H 1.3398 1.3020 -1.0197
H 0.3733 1.6736 -2.3529
C 0.0273 1.5630 2.0508
S 1.4438 0.4113 1.9521
H 0.3218 2.4325 2.6282
H -0.2593 1.7961 1.0275
H -0.8274 1.1081 2.5488
H 0.8732 -0.4654 0.9932
*
```

Its SMILES is C/N=C/N.CS. Its HOMO energy is -8.32 eV. For the HOMO-LUMO gap, the calculation gives 0.338 Ha.

Run c
DFT (the ωB97M-V functional and the def2-TZVPD basis) results for a 2-piece molecular cluster, C3H10N2S overall.

Structure (ORCA input):
```
! RIJCOSX wB97M-V def2-TZVPD def2/J DEFGRID3
* xyz 0 1
C 3.5918 -0.7058 -0.1325
C 2.0935 -0.4306 -0.3095
S 1.1906 0.0474 1.1593
H 3.7640 -1.4369 0.6586
H 4.1010 0.2260 0.1204
H 4.0263 -1.0620 -1.0695
H 1.7084 -1.2626 -0.9216
H 2.0143 0.3194 -1.1154
N -3.7691 0.6473 -0.4538
C -2.9235 0.8138 0.5658
N -1.8334 0.1586 0.6640
H -3.4378 0.1996 -1.3023
H -4.6558 1.1276 -0.5300
H -3.2563 1.5665 1.2643
H -1.1422 0.3103 1.4081
H -1.4718 -0.5186 -0.0059
*
```

Its HOMO energy is -5.86 eV. For the HOMO-LUMO gap, the calculation gives 0.205 Ha.

Q: Which of them is the least stable? A: run a.

Run a
DFT (the ωB97M-V functional and the def2-TZVPD basis) results for a 2-piece molecular cluster, C3H10N2S overall.

Structure (ORCA input):
```
! RIJCOSX wB97M-V def2-TZVPD def2/J DEFGRID3
* xyz 0 1
H 2.1205 0.3611 -0.7605
N 2.2285 -0.6328 -0.9373
C 1.9406 -0.8913 -2.1546
N 1.8303 -2.2168 -2.5254
H 1.6708 -0.0882 -2.8405
H 1.7240 -2.8405 -1.7440
H 1.3190 -2.4003 -3.3779
C -2.0203 -0.5460 0.7503
C -1.4879 0.9505 0.5095
S -0.9425 1.6048 2.1293
H -2.7236 -0.6618 1.6241
H -1.1552 -1.1935 0.9365
H -2.4041 -0.8468 -0.2279
H -2.3284 1.5202 0.0539
H -0.7513 0.8534 -0.2852
H -2.0479 2.3298 2.2537
*
```

Its SMILES is [H]/N=C/N.CCS. Its HOMO energy is -8.94 eV. For the HOMO-LUMO gap, the calculation gives 0.358 Ha.

Run b
DFT (the ωB97M-V functional and the def2-TZVPD basis) results for a 2-piece molecular cluster, C3H10N2S overall.

Structure (ORCA input):
```
! RIJCOSX wB97M-V def2-TZVPD def2/J DEFGRID3
* xyz 0 1
N 1.6773 -0.1527 -0.0016
C 0.3618 -0.7737 0.1478
C -0.2896 -0.4559 1.6013
S -2.1125 -0.4466 1.3306
C -0.3950 -0.3011 -1.0990
N 0.4746 -0.5677 -2.2418
H -1.2727 3.5800 1.4031
H -1.3555 2.8668 1.3098
H 2.4133 -0.8384 0.3077
H 0.4816 -1.8935 0.0984
H 0.1038 0.5378 1.7586
H -0.0866 -1.1525 2.4155
H -1.3495 -0.7221 -1.0473
H -0.5184 0.8171 -1.0419
H 0.4051 -0.0229 -3.0644
H 1.4625 -0.4746 -1.8768
*
```

Its HOMO energy is -8.39 eV. For the HOMO-LUMO gap, the calculation gives 0.177 Ha.

Q: Which of them is the least stable? A: run b.

Run a
DFT (the ωB97M-V functional and the def2-TZVPD basis) results for one molecule with the formula C3H6N2O2S.

Structure (ORCA input):
```
! RIJCOSX wB97M-V def2-TZVPD def2/J DEFGRID3
* xyz 0 1
C 0.6496 -1.8490 -1.4966
O -0.4571 -1.8189 -0.3683
C -0.9251 -0.4978 -0.1503
N -0.0903 0.4576 0.0667
C 1.1770 0.4369 0.6433
S 2.2576 1.5680 0.5300
N -2.1228 -0.4774 0.1455
O -2.7605 0.8677 0.3356
H 1.4850 -2.6883 -1.1798
H 0.9975 -0.6622 -1.5086
H 0.2427 -2.2991 -2.6741
H 1.5173 -0.4899 1.2959
H -2.7541 -1.0162 -0.4005
H -1.7870 1.2746 0.7844
*
```

Its SMILES is CO/C(=N\C=S)NO. Its HOMO energy is -8.50 eV. For the HOMO-LUMO gap, the calculation gives 0.314 Ha.

Run b
DFT (the ωB97M-V functional and the def2-TZVPD basis) results for one molecule with the formula C3H6N2O2S.

Structure (ORCA input):
```
! RIJCOSX wB97M-V def2-TZVPD def2/J DEFGRID3
* xyz 0 1
C 1.8710 -0.9843 -0.1974
C 0.5471 -0.3527 -0.1228
N 0.3417 0.8863 0.0578
O 1.5090 1.6307 0.1768
S -0.8413 -1.4394 -0.2424
C -2.2487 -0.6404 0.4617
N -2.7953 0.4693 0.2046
O -2.3039 1.3246 -0.7178
H 1.7480 -2.0484 -0.4493
H 2.4618 -1.0130 0.7281
H 2.5487 -0.5157 -0.9274
H 1.2084 2.5384 0.3756
H -2.7292 -1.2123 1.2730
H -1.3172 1.3567 -0.6205
*
```

Its SMILES is C/C(=N\O)S/C=N\O. Its HOMO energy is -9.16 eV. For the HOMO-LUMO gap, the calculation gives 0.359 Ha.

Q: Which of them is the least stable? A: run a.

Run a
DFT (the ωB97M-V functional and the def2-TZVPD basis) results for one molecule with the formula C3H6N2O2S.

Structure (ORCA input):
```
! RIJCOSX wB97M-V def2-TZVPD def2/J DEFGRID3
* xyz 0 1
C -1.1463 0.0206 -0.0160
C 1.0418 -0.7676 -0.3163
C 1.4575 0.5828 0.3556
N -0.3274 -1.0207 0.1484
N 0.5134 1.6130 0.2273
O -3.7415 -0.7062 0.3036
O -1.8644 0.4027 -1.0974
S -2.8238 0.4144 0.2590
H 1.0982 -0.7578 -1.4186
H 1.7953 -1.5364 -0.0356
H 1.4245 0.5463 1.3863
H 2.5404 0.9073 -0.0750
H -0.4515 -1.6196 0.9975
H 0.4840 1.9210 -0.7188
*
```

Its HOMO energy (spin up / spin down) is -8.49 / -8.49 eV. For the HOMO-LUMO gap (spin up / spin down), the calculation gives 0.326 / 0.326 Ha.

Run b
DFT (the ωB97M-V functional and the def2-TZVPD basis) results for C3H6N2O2S as an isolated structure.

Structure (ORCA input):
```
! RIJCOSX wB97M-V def2-TZVPD def2/J DEFGRID3
* xyz 0 1
C 0.5247 0.4966 -0.2702
C -0.3351 1.7403 -0.2346
C -1.5009 -1.5843 -0.1002
H 3.1735 -0.6843 0.7433
H 1.6819 -1.7285 0.5770
H -0.0004 2.6035 -1.1081
H -0.1935 2.2387 0.9050
H -1.9126 0.5522 0.2339
H -1.8325 -2.5476 -0.5093
N 2.4307 -0.8027 0.0530
N 1.7367 0.4156 0.1900
O -1.7315 1.3889 -0.3397
O -1.8541 -1.0799 0.9042
S -0.1870 -1.0085 -1.0444
*
```

Its HOMO energy is -9.49 eV. For the HOMO-LUMO gap, the calculation gives 0.353 Ha.

Run c
DFT (the ωB97M-V functional and the def2-TZVPD basis) results for one molecule with the formula C3H6N2O2S.

Structure (ORCA input):
```
! RIJCOSX wB97M-V def2-TZVPD def2/J DEFGRID3
* xyz 0 1
C -0.9238 -0.1906 -0.2715
C -0.6811 -0.1792 -1.7764
C 1.5809 -0.3124 0.2610
N -2.0683 0.0540 0.2678
N 0.1967 -0.1955 0.5960
O 0.2299 1.3736 2.5583
O -1.8767 0.2643 1.6355
S -0.3406 0.1156 2.1900
H -1.6780 -0.0146 -2.2490
H -0.0308 -0.9415 -1.9679
H -0.1397 0.6459 -2.0902
H 1.9799 -1.2440 0.0134
H 1.8369 0.6113 -0.4466
H 1.9147 0.0130 1.2796
*
```

Its HOMO energy is -9.16 eV. For the HOMO-LUMO gap, the calculation gives 0.359 Ha.

Q: Which of them is the least stable? A: run a.